{
  "formula": "C45H76CaGeN4O2PSi3Te",
  "method": "ωB97M-V/def2-TZVPD",
  "symbols": ["Ca", "C", "C", "C", "C", "C", "C", "C", "H", "H", "H", "H", "H", "H", "H", "H", "C", "N", "C", "P", "O", "N", "C", "C", "N", "C", "C", "H", "H", "H", "H", "H", "H", "H", "H", "H", "H", "H", "H", "H", "H", "H", "H", "H", "H", "C", "Si", "C", "C", "Ge", "Si", "C", "C", "C", "Si", "C", "C", "C", "H", "H", "H", "H", "H", "H", "H", "H", "H", "H", "H", "H", "H", "H", "H", "H", "H", "H", "H", "H", "H", "H", "H", "H", "H", "H", "H", "C", "C", "C", "C", "C", "C", "Te", "N", "C", "O", "C", "C", "C", "C", "C", "C", "C", "C", "C", "C", "C", "C", "C", "C", "C", "C", "H", "H", "H", "H", "H", "H", "H", "H", "H", "H", "H", "H", "H", "H", "H", "H", "H", "H", "H", "H", "H", "H", "H"],
  "positions_angstrom": [[-0.86404, -0.21501, 0.26005], [-2.69028, -2.85209, 4.93822], [-2.58899, -2.94821, 3.43556], [-1.80638, -3.94042, 2.83959], [-1.71033, -4.04999, 1.46016], [-2.41835, -3.17356, 0.64400], [-3.21870, -2.19651, 1.22638], [-3.29435, -2.07811, 2.61038], [-3.29243, -3.67187, 5.33736], [-3.15824, -1.91551, 5.24618], [-1.70504, -2.91506, 5.40806], [-1.26376, -4.63932, 3.46980], [-1.09737, -4.82970, 1.02193], [-2.37447, -3.26992, -0.43611], [-3.80868, -1.54063, 0.59173], [-3.92129, -1.30917, 3.05310], [1.09652, 4.32652, 0.82087], [0.63180, 3.58353, 1.99046], [0.05021, 4.42462, 3.04146], [1.25492, 2.09558, 2.28437], [1.20163, 1.23358, 1.04387], [0.36528, 1.46272, 3.49819], [0.84652, 1.27674, 4.86006], [-1.08465, 1.35501, 3.33789], [2.81046, 2.27353, 2.76057], [3.71458, 1.12415, 2.80694], [3.24814, 3.41977, 3.54592], [1.94765, 4.97054, 1.06962], [0.28648, 4.95219, 0.44363], [1.38766, 3.64161, 0.02529], [0.66221, 5.31614, 3.20570], [-0.02050, 3.88556, 3.98599], [-0.95108, 4.75008, 2.75155], [1.92858, 1.36614, 4.90364], [0.57558, 0.27944, 5.21165], [0.40633, 2.01040, 5.54230], [-1.40929, 0.32167, 3.47983], [-1.39372, 1.69408, 2.34506], [-1.60296, 1.98546, 4.06428], [3.26859, 0.27317, 2.30364], [3.93864, 0.82980, 3.83783], [4.65680, 1.36458, 2.30827], [2.62337, 4.28894, 3.35031], [4.27293, 3.66941, 3.26773], [3.23184, 3.21151, 4.62204], [-0.19137, 3.17157, -2.16772], [-2.02818, 3.22512, -1.70298], [-2.87824, 4.23242, -3.02586], [-2.13353, 4.18433, -0.08131], [-2.76711, 1.00680, -1.27708], [-4.89771, 1.34550, -0.27631], [-6.01314, -0.15180, -0.56713], [-5.80164, 2.86877, -0.86753], [-4.63979, 1.50523, 1.59574], [-3.23248, 0.15987, -3.45048], [-3.11373, -1.71621, -3.40504], [-4.91458, 0.65610, -4.09564], [-1.95936, 0.74483, -4.71494], [0.37729, 2.61676, -1.40954], [0.23958, 4.17892, -2.25191], [-0.05352, 2.67071, -3.13353], [-2.42417, 5.22740, -3.09382], [-3.94594, 4.35634, -2.80769], [-2.79220, 3.74820, -4.00577], [-1.87515, 5.24481, -0.20597], [-1.44618, 3.74139, 0.65408], [-3.14669, 4.13281, 0.33636], [-6.90313, 0.13031, -1.14172], [-6.35276, -0.58274, 0.38241], [-5.49968, -0.94182, -1.12826], [-6.01585, 2.78724, -1.94080], [-5.21094, 3.77980, -0.71178], [-6.75603, 2.98554, -0.33783], [-3.75569, 0.94458, 1.90952], [-5.50135, 1.11324, 2.15133], [-4.49730, 2.55084, 1.89738], [-3.86814, -2.15001, -2.73494], [-2.12497, -2.02405, -3.04242], [-3.25858, -2.15243, -4.40269], [-5.72650, 0.22712, -3.49503], [-5.04879, 0.33239, -5.13495], [-5.01307, 1.74789, -4.06314], [-1.01323, 1.02494, -4.23970], [-2.32381, 1.62397, -5.25868], [-1.74838, -0.04385, -5.44829], [1.69845, -4.62734, -6.11746], [1.68514, -3.71179, -4.92183], [1.85521, -2.34030, -5.07222], [1.88079, -1.49022, -3.97916], [2.09179, -0.00589, -4.22018], [1.72963, -2.04035, -2.68860], [1.82058, -0.57464, -1.17121], [0.90641, -1.56744, 0.19243], [0.79761, -1.59421, 1.55444], [-0.26810, -1.20102, 2.09832], [1.81795, -2.23924, 2.44353], [1.40506, -2.65290, 3.70944], [2.28746, -3.31549, 4.55092], [3.59308, -3.55162, 4.14095], [4.01410, -3.12789, 2.88580], [3.12505, -2.48566, 2.03887], [3.94032, -0.65353, -1.03423], [4.57640, -1.87687, -1.22363], [5.95814, -1.94553, -1.18565], [6.69145, -0.78779, -0.96326], [6.04773, 0.43239, -0.80330], [4.65797, 0.53634, -0.84149], [4.00536, 1.89185, -0.69418], [1.57447, -3.42080, -2.49702], [1.43410, -4.11962, -1.16040], [1.54706, -4.21974, -3.63717], [1.32271, -4.12268, -7.00885], [1.09521, -5.51989, -5.94232], [2.71966, -4.95507, -6.32930], [1.97054, -1.91905, -6.06630], [2.17600, 0.20545, -5.28404], [3.01984, 0.34987, -3.75739], [1.26194, 0.59357, -3.84296], [0.38393, -2.45716, 4.00988], [1.95750, -3.64599, 5.52869], [4.28236, -4.06875, 4.79692], [5.03474, -3.30152, 2.56615], [3.46061, -2.16333, 1.06616], [3.99990, -2.77395, -1.41318], [6.45715, -2.89419, -1.34256], [7.77342, -0.83099, -0.92728], [6.63440, 1.33117, -0.65280], [4.75903, 2.67229, -0.60184], [3.36715, 1.92582, 0.19304], [3.38607, 2.14002, -1.55938], [2.05557, -3.68469, -0.38346], [1.71037, -5.16780, -1.26893], [0.40566, -4.07790, -0.80026], [1.41723, -5.29013, -3.50540]],
  "lowdin_charge": [1.0189, -0.0384, -0.2763, -0.0519, -0.0780, -0.1042, -0.1135, -0.0493, 0.0887, 0.0778, 0.0713, 0.1199, 0.1045, 0.1016, 0.0715, 0.1112, -0.0909, -0.2967, -0.0830, 0.5115, -0.4291, -0.2852, -0.0702, -0.0965, -0.2947, -0.0803, -0.0757, 0.0918, 0.0711, 0.0536, 0.0867, 0.0747, 0.0875, 0.0623, 0.0889, 0.0888, 0.0740, 0.0625, 0.0976, 0.0613, 0.0922, 0.0890, 0.0640, 0.0941, 0.0874, -0.2365, 0.2537, -0.2097, -0.2304, 0.4746, 0.2635, -0.2293, -0.2266, -0.2317, 0.2478, -0.2426, -0.2215, -0.2162, -0.0198, 0.0395, 0.0055, 0.0338, 0.0214, 0.0197, 0.0399, -0.0077, 0.0124, 0.0314, 0.0266, 0.0034, 0.0240, 0.0126, 0.0376, -0.0232, 0.0311, 0.0254, 0.0180, 0.0057, 0.0322, 0.0204, 0.0353, 0.0218, -0.0170, 0.0280, 0.0305, -0.0349, -0.2406, -0.0013, -0.2916, -0.0724, -0.3190, 1.8374, -0.4290, -0.5553, -0.1804, -0.1404, -0.0135, -0.0559, -0.0641, -0.0578, -0.0427, -0.3551, -0.1186, -0.0594, -0.0484, -0.0320, -0.2978, -0.0601, -0.2697, -0.0478, -0.0027, 0.0832, 0.0833, 0.0915, 0.1260, 0.0905, 0.0746, 0.0428, 0.1009, 0.1101, 0.1102, 0.1098, 0.0744, 0.0996, 0.1148, 0.1147, 0.1180, 0.0896, 0.0370, 0.0780, 0.0467, 0.0878, 0.0691, 0.1258],
  "max_force_ev_per_a": 1.7,
  "e_tot_ha": -6362.19558,
  "multiplicity": 1,
  "total_charge": 1
}